1 | Computed, not measured: 7 unconnected molecules or ions with the total composition C28H42O21, with the ωB97M-V functional and the def2-TZVPD basis.

Cartesian coordinates (Å):
C (-1.13, 1.51, 4.97)
C (-0.71, 2.43, 3.84)
C (-1.82, 2.77, 2.83)
O (-1.76, 4.17, 2.71)
C (-0.72, 4.63, 3.47)
O (-0.36, 5.83, 3.55)
O (-0.34, 3.71, 4.39)
H (-1.27, 0.48, 4.63)
H (-2.14, 1.77, 5.30)
H (-0.41, 1.45, 5.78)
H (0.07, 1.92, 3.29)
H (-2.82, 2.48, 3.14)
H (-1.69, 2.14, 1.94)
C (2.42, -1.79, 0.00)
C (3.42, -1.53, -1.14)
C (4.49, -2.59, -1.10)
O (4.22, -3.47, -2.13)
C (3.47, -2.84, -3.04)
O (3.27, -3.21, -4.21)
O (2.98, -1.69, -2.46)
H (2.73, -2.54, 0.73)
H (1.48, -2.26, -0.29)
H (2.18, -0.84, 0.47)
H (3.91, -0.59, -0.92)
H (4.44, -3.14, -0.16)
H (5.49, -2.16, -1.11)
C (2.65, -1.42, 5.85)
C (1.66, -1.44, 4.65)
C (0.25, -0.85, 4.90)
O (0.00, -0.27, 3.61)
C (1.07, -0.12, 2.94)
O (1.11, 0.45, 1.86)
O (2.06, -0.43, 3.72)
H (3.66, -1.21, 5.52)
H (2.51, -2.23, 6.57)
H (2.45, -0.51, 6.41)
H (1.76, -2.37, 4.11)
H (0.34, -0.10, 5.68)
H (-0.34, -1.74, 5.14)
C (-2.78, -0.95, 0.52)
C (-2.32, -2.40, 0.77)
C (-1.88, -2.66, 2.20)
O (-2.70, -3.91, 2.67)
C (-3.61, -4.16, 1.66)
O (-4.45, -5.09, 1.71)
O (-3.51, -3.13, 0.73)
H (-3.43, -0.71, 1.37)
H (-3.27, -0.83, -0.44)
H (-1.93, -0.28, 0.66)
H (-1.66, -2.76, -0.01)
H (-1.92, -1.76, 2.81)
H (-0.82, -2.90, 2.23)
C (-3.10, 2.64, -3.42)
C (-1.87, 3.02, -4.17)
C (-1.02, 4.14, -3.61)
O (0.31, 3.55, -3.47)
C (0.32, 2.32, -3.93)
O (1.37, 1.59, -4.07)
O (-1.02, 1.88, -4.03)
H (-3.71, 1.95, -4.02)
H (-3.59, 3.42, -2.85)
H (-2.97, 2.02, -2.54)
H (-2.10, 3.22, -5.22)
H (-1.55, 4.43, -2.71)
H (-1.03, 5.01, -4.27)
C (0.63, -2.12, -2.96)
C (-0.18, -1.83, -4.25)
C (-0.41, -0.28, -4.42)
O (-0.39, -0.08, -5.82)
C (0.05, -1.19, -6.48)
O (0.26, -1.37, -7.70)
O (0.44, -2.18, -5.52)
H (1.60, -1.64, -3.09)
H (1.00, -3.12, -2.74)
H (0.32, -1.54, -2.10)
H (-1.14, -2.32, -4.12)
H (0.45, 0.19, -3.94)
H (-1.36, -0.06, -3.94)
C (1.52, 0.24, -0.69)
C (0.58, 1.37, -1.12)
C (-0.94, 1.14, -0.94)
O (-1.14, 1.79, 0.31)
C (-0.02, 2.59, 0.68)
O (0.08, 3.15, 1.75)
O (0.83, 2.50, -0.32)
H (1.49, -0.65, -1.32)
H (1.27, -0.25, 0.25)
H (2.57, 0.53, -0.64)
H (0.87, 1.59, -2.14)
H (-1.15, 0.08, -0.95)
H (-1.53, 1.45, -1.81)

Summary:
SMILES: C[C@H]1COC(=O)O1.C[C@H]1COC(=O)O1.C[C@H]1COC(=O)O1.C[C@H]1COC(=O)O1.C[C@H]1COC(=O)O1.C[C@H]1COC(=O)O1.C[C@H]1COC(=O)O1
molar mass: 714.6 g mol⁻¹
lowest unoccupied orbital energy: -0.010 Ha
HOMO-LUMO gap: 0.3606 hartree

=====

2 | Computed, not measured: 7 unconnected molecules or ions with the total composition C28H42O21, with the ωB97M-V functional and the def2-TZVPD basis.

Cartesian coordinates (Å):
C (1.86, 1.27, -9.33)
C (2.85, 0.57, -8.45)
C (4.12, 1.25, -8.03)
O (3.98, 1.23, -6.64)
C (2.71, 0.89, -6.24)
O (2.11, 0.94, -5.09)
O (2.13, 0.31, -7.27)
H (1.24, 1.94, -8.73)
H (1.10, 0.74, -9.90)
H (2.45, 1.71, -10.13)
H (3.30, -0.38, -8.72)
H (4.15, 2.31, -8.31)
H (4.99, 0.75, -8.45)
C (-7.01, 1.53, 1.48)
C (-7.03, 0.18, 0.78)
C (-5.89, -0.22, -0.08)
O (-5.69, -1.46, 0.31)
C (-6.19, -1.72, 1.41)
O (-6.04, -2.75, 2.02)
O (-6.84, -0.64, 1.88)
H (-6.17, 1.56, 2.18)
H (-7.97, 1.72, 1.97)
H (-6.79, 2.37, 0.82)
H (-7.98, -0.04, 0.29)
H (-5.06, 0.48, 0.07)
H (-6.18, -0.20, -1.13)
C (1.29, -2.88, 1.69)
C (0.90, -1.56, 2.38)
C (-0.32, -0.96, 1.68)
O (-1.05, -0.53, 2.82)
C (-0.74, -1.28, 3.82)
O (-1.53, -1.43, 4.75)
O (0.29, -2.00, 3.58)
H (1.75, -2.59, 0.74)
H (0.35, -3.33, 1.38)
H (1.89, -3.47, 2.39)
H (1.75, -0.91, 2.62)
H (-0.99, -1.60, 1.12)
H (0.03, -0.10, 1.11)
C (-9.40, 1.29, 7.61)
C (-8.72, -0.12, 7.67)
C (-7.28, -0.18, 8.17)
O (-7.35, -1.10, 9.24)
C (-8.57, -1.42, 9.52)
O (-8.87, -2.25, 10.34)
O (-9.40, -0.75, 8.75)
H (-9.09, 2.02, 6.86)
H (-9.63, 1.75, 8.58)
H (-10.37, 0.99, 7.21)
H (-8.88, -0.73, 6.78)
H (-6.94, 0.72, 8.68)
H (-6.65, -0.45, 7.32)
C (7.72, 3.76, -0.61)
C (7.86, 2.35, -0.04)
C (6.55, 1.80, 0.55)
O (6.22, 0.70, -0.34)
C (7.16, 0.52, -1.34)
O (7.06, -0.27, -2.28)
O (8.06, 1.46, -1.10)
H (7.86, 4.47, 0.21)
H (6.82, 4.04, -1.17)
H (8.59, 3.90, -1.24)
H (8.61, 2.32, 0.75)
H (5.80, 2.59, 0.54)
H (6.71, 1.31, 1.51)
C (0.39, 8.35, -4.30)
C (0.86, 7.06, -3.62)
C (1.67, 7.22, -2.33)
O (1.06, 6.31, -1.44)
C (-0.07, 5.83, -1.95)
O (-0.89, 5.11, -1.38)
O (-0.27, 6.33, -3.15)
H (0.02, 8.20, -5.31)
H (1.31, 8.94, -4.29)
H (-0.35, 8.87, -3.69)
H (1.50, 6.50, -4.31)
H (1.84, 8.22, -1.96)
H (2.67, 6.80, -2.46)
C (3.59, -8.55, 1.69)
C (4.26, -8.94, 0.41)
C (3.38, -9.63, -0.56)
O (3.85, -9.12, -1.85)
C (4.58, -7.97, -1.65)
O (5.02, -7.24, -2.45)
O (4.56, -7.77, -0.26)
H (2.73, -7.88, 1.65)
H (4.21, -8.13, 2.47)
H (3.30, -9.56, 1.98)
H (5.23, -9.30, 0.74)
H (2.34, -9.34, -0.43)
H (3.58, -10.70, -0.52)

Summary:
SMILES: C[C@H]1COC(=O)O1.C[C@H]1COC(=O)O1.C[C@H]1COC(=O)O1.C[C@H]1COC(=O)O1.C[C@H]1COC(=O)O1.C[C@H]1COC(=O)O1.C[C@H]1COC(=O)O1
molar mass: 714.6 g mol⁻¹
lowest unoccupied orbital energy: 0.005 Ha
HOMO-LUMO gap: 0.3758 hartree

=====

Stability check: which of them is most stable? 2.

=====

1 | Computed, not measured: a molecular structure, C3H8N2OS, with the ωB97M-V functional and the def2-TZVPD basis.

Cartesian coordinates (Å):
C (-1.30, 0.88, -0.09)
C (-1.50, -0.37, -0.85)
C (0.29, 1.21, -0.23)
N (3.60, -1.58, 0.30)
N (2.44, -1.55, 0.66)
O (-0.62, -0.39, -1.94)
S (0.86, -0.08, -1.34)
H (-1.85, 1.71, -0.47)
H (-1.41, 0.86, 1.00)
H (-1.27, -1.22, -0.19)
H (-2.56, -0.45, -1.20)
H (0.60, 2.11, -0.73)
H (0.67, 1.30, 0.79)
H (3.90, -2.47, -0.17)
H (2.13, -0.68, 1.18)

Summary:
molar mass: 120.2 g mol⁻¹
lowest unoccupied orbital energy: 0.034 Ha
HOMO-LUMO gap: 0.3328 hartree

=====

2 | Computed, not measured: C3H8N2OS in the gas phase, with the ωB97M-V functional and the def2-TZVPD basis.

Cartesian coordinates (Å):
C (2.30, -1.11, 0.02)
C (0.00, 0.15, 0.06)
C (-2.48, -0.65, 0.05)
H (1.80, -1.73, -0.81)
H (3.30, -0.79, -0.13)
H (2.46, -1.46, 0.99)
H (1.76, 0.92, 0.21)
H (-2.56, 0.30, 0.91)
H (-3.62, -1.18, -0.06)
H (-2.43, 0.21, -0.78)
H (-0.46, 3.11, -0.12)
N (1.38, 0.09, -0.12)
N (-0.75, 1.25, 0.05)
O (0.04, 2.35, -0.16)
S (-0.75, -1.45, -0.13)

Summary:
SMILES: CN/C(=N\O)SC
molar mass: 120.2 g mol⁻¹
lowest unoccupied orbital energy: 0.032 Ha
HOMO-LUMO gap: 0.3332 hartree

=====

3 | Computed, not measured: C3H8N2OS in the gas phase, with the ωB97M-V functional and the def2-TZVPD basis.

Cartesian coordinates (Å):
C (-0.55, 0.18, 0.70)
C (-1.26, -0.85, -0.03)
S (-3.07, -0.42, -0.02)
N (0.96, -0.16, 0.86)
C (1.87, -0.14, -0.21)
N (1.59, 0.91, -1.17)
O (2.78, -0.97, -0.47)
H (-0.97, 0.31, 1.70)
H (-0.57, 1.05, 0.07)
H (-0.98, -0.83, -1.02)
H (-1.17, -1.84, 0.47)
H (-2.93, 1.05, 0.19)
H (1.00, -1.02, 1.38)
H (2.43, 1.20, -1.72)
H (0.86, 1.53, -0.73)

Summary:
SMILES: NC(=O)NCCS
molar mass: 120.2 g mol⁻¹
lowest unoccupied orbital energy: 0.022 Ha
HOMO-LUMO gap: 0.3749 hartree

=====

Stability check: which of them is most stable? 3.

=====

1 | Computed, not measured: C3H8N2OS in the gas phase, with the ωB97M-V functional and the def2-TZVPD basis.

Cartesian coordinates (Å):
N (-0.64, 1.34, -0.32)
C (-0.36, 0.08, 0.23)
C (0.93, -0.07, 1.00)
S (1.21, 0.67, 2.72)
C (-0.33, -0.86, -1.08)
N (-0.88, -0.50, -2.29)
O (0.38, -1.91, -0.94)
H (-1.34, 1.94, -0.14)
H (1.52, -0.49, 3.40)
H (-0.04, 2.08, 0.20)
H (-1.08, -0.29, 0.94)
H (1.07, -1.12, 1.19)
H (1.81, 0.08, 0.51)
H (-1.46, 0.33, -2.44)
H (-0.80, -1.27, -3.01)

Summary:
SMILES: NC(=O)[C@H](N)CS
molar mass: 120.2 g mol⁻¹
lowest unoccupied orbital energy: 0.027 Ha
HOMO-LUMO gap: 0.3661 hartree

=====

2 | Computed, not measured: C3H8N2OS in the gas phase, with the ωB97M-V functional and the def2-TZVPD basis.

Cartesian coordinates (Å):
C (1.82, -0.58, 0.73)
C (0.45, -0.78, 0.24)
C (-2.91, 0.66, -0.59)
N (3.62, 0.48, -0.56)
N (2.51, 0.32, -0.21)
O (-1.90, 0.58, 0.42)
S (-0.33, 0.79, -0.02)
H (1.97, -0.21, 1.80)
H (2.41, -1.51, 0.82)
H (0.61, -1.25, -0.71)
H (-0.12, -1.39, 1.11)
H (-2.85, 1.55, -1.20)
H (-3.76, 0.66, 0.01)
H (-3.05, -0.27, -1.23)
H (1.53, 0.94, -0.60)

Summary:
molar mass: 120.2 g mol⁻¹
lowest unoccupied orbital energy: 0.029 Ha
HOMO-LUMO gap: 0.3259 hartree

=====

3 | Computed, not measured: C3H8N2OS in the gas phase, with the ωB97M-V functional and the def2-TZVPD basis.

Cartesian coordinates (Å):
C (0.00, -0.12, 0.95)
C (-1.41, -0.26, 0.23)
S (-2.71, -0.03, 1.53)
N (1.01, -0.75, 0.11)
C (1.63, -0.19, -0.98)
N (1.79, 1.18, -0.96)
O (2.17, -0.87, -1.83)
H (0.15, 0.95, 1.02)
H (-0.02, -0.65, 1.90)
H (-1.46, -1.32, -0.04)
H (-1.45, 0.42, -0.61)
H (-3.76, -0.03, 0.66)
H (0.79, -1.72, 0.02)
H (1.83, 1.69, -1.82)
H (1.44, 1.71, -0.17)

Summary:
SMILES: NC(=O)NCCS
molar mass: 120.2 g mol⁻¹
lowest unoccupied orbital energy: 0.025 Ha
HOMO-LUMO gap: 0.3747 hartree

=====

4 | Computed, not measured: C3H8N2OS in the gas phase, with the ωB97M-V functional and the def2-TZVPD basis.

Cartesian coordinates (Å):
C (0.62, -0.99, -0.53)
C (-0.85, -0.59, -0.38)
S (-1.57, -0.22, -2.06)
N (1.20, -0.79, 0.84)
C (1.11, 0.62, 1.27)
N (0.50, 0.69, 2.55)
O (1.19, 1.49, 0.39)
H (1.11, -0.23, -1.05)
H (0.74, -2.05, -0.87)
H (-1.16, -1.47, 0.24)
H (-0.84, 0.42, 0.15)
H (-2.49, 0.96, -1.79)
H (0.96, -1.34, 1.69)
H (0.33, 1.74, 2.75)
H (-0.13, 0.01, 2.92)

Summary:
SMILES: NC(=O)NCCS
molar mass: 120.2 g mol⁻¹
lowest unoccupied orbital energy: 0.020 Ha
HOMO-LUMO gap: 0.3513 hartree

=====

Stability check: which of them is most stable? 3.